C4H7NO in the gas phase. Source: OMol25; level of theory: ωB97M-V/def2-TZVPD.

```
13
Properties=species:S:1:pos:R:3:forces:R:3:mulliken_charge:R:1
C -0.550 -1.182 0.847 -0.04 -0.10 0.20 -1.107
C 0.725 -0.691 0.151 -0.07 -0.37 0.12 0.260
N 0.328 -0.582 -1.256 -0.33 0.34 0.08 -0.512
C -0.104 0.605 -1.354 0.00 -0.06 -0.13 -0.068
C 0.224 1.463 -0.145 -0.12 0.15 -0.17 -0.344
O 1.090 0.613 0.576 -0.07 0.03 0.05 -0.437
H -0.687 -2.252 0.680 0.05 0.05 0.12 0.362
H -1.427 -0.686 0.410 0.25 -0.08 0.19 0.269
H -0.525 -0.956 1.914 0.13 -0.21 0.02 0.289
H 1.582 -1.349 0.321 -0.14 0.11 -0.11 0.371
H -0.738 0.907 -2.182 0.37 0.24 -0.19 0.370
H -0.658 1.723 0.462 0.00 -0.01 -0.27 0.238
H 0.741 2.386 -0.425 -0.03 -0.08 0.09 0.308
```
Forces are in eV/Å.

The lowest unoccupied orbital energy comes out at 1.04 eV. As for the HOMO-LUMO gap: 11.0 eV. For the relative energy (zero: lowest compared OMol25 entry of this formula, charge and spin), the calculation gives 154.05 kJ/mol.

=====

C4H7NO in the gas phase. Source: OMol25; level of theory: ωB97M-V/def2-TZVPD.

```
13
Properties=species:S:1:pos:R:3:forces:R:3:mulliken_charge:R:1
N 1.629 0.972 0.116 0.15 -0.07 -0.10 -0.409
C 1.158 -0.076 -0.639 0.00 -0.04 -0.11 0.211
O 1.714 -0.443 -1.659 -0.19 0.18 0.35 -0.596
C -0.116 -0.720 -0.171 0.12 -0.16 -0.04 0.120
C -1.444 -0.074 -0.479 -0.11 0.06 -0.15 -0.538
C -0.982 -0.193 0.940 -0.03 0.05 0.20 -0.639
H 1.436 1.004 1.105 -0.09 -0.02 -0.16 0.213
H 2.530 1.325 -0.174 -0.09 -0.04 0.05 0.249
H -0.083 -1.797 -0.309 -0.02 0.17 0.04 0.376
H -1.435 0.914 -0.930 0.06 -0.14 0.08 0.251
H -2.240 -0.722 -0.831 0.14 0.09 0.07 0.244
H -1.460 -0.922 1.587 0.06 0.09 -0.11 0.242
H -0.706 0.731 1.444 0.01 -0.18 -0.12 0.274
```
Forces are in eV/Å.

The lowest unoccupied orbital energy comes out at 0.97 eV. As for the HOMO-LUMO gap: 10.7 eV. For the relative energy (zero: lowest compared OMol25 entry of this formula, charge and spin), the calculation gives 80.91 kJ/mol.

=====

2 unconnected molecules or ions with the total composition C4H7NO. Source: OMol25; level of theory: ωB97M-V/def2-TZVPD.

```
13
Properties=species:S:1:pos:R:3:forces:R:3:mulliken_charge:R:1
C -1.595 -1.122 -0.488 -0.46 -1.45 -0.12 -0.708
C 0.443 0.509 0.431 0.97 0.46 0.13 0.526
C 1.726 0.202 -0.272 -0.08 -0.10 -0.04 -1.200
O 0.579 0.523 1.784 -0.30 -0.01 -0.02 -0.502
C -0.604 1.164 -0.188 -1.83 0.30 -0.93 0.274
N -1.646 1.274 -0.753 1.74 0.77 0.86 -0.502
H -2.112 -2.068 -0.658 0.07 0.20 0.01 0.264
H -1.732 -0.665 0.469 0.01 -0.12 -0.07 0.267
H -0.887 -0.817 -1.230 -0.05 -0.10 0.08 0.248
H 2.469 0.985 -0.074 -0.11 -0.08 -0.02 0.326
H 1.573 0.127 -1.351 0.01 0.01 0.16 0.313
H 2.130 -0.743 0.103 -0.07 0.12 -0.06 0.336
H -0.263 0.761 2.196 0.11 -0.02 0.00 0.359
```
Forces are in eV/Å.

The lowest unoccupied orbital energy (alpha / beta) comes out at -0.32 / 0.34 eV. As for the HOMO-LUMO gap (alpha / beta): 8.1 / 8.5 eV. For the relative energy (zero: lowest compared OMol25 entry of this formula, charge and spin), the calculation gives 496.22 kJ/mol.

=====

2 unconnected molecules or ions with the total composition C4H7NO. Source: OMol25; level of theory: ωB97M-V/def2-TZVPD.

```
13
Properties=species:S:1:pos:R:3:forces:R:3:mulliken_charge:R:1
C -0.523 0.319 -1.361 0.00 -0.01 0.03 -1.228
C 0.830 0.384 -0.700 0.02 0.09 -0.19 0.258
C 0.996 0.894 0.665 0.04 0.43 0.01 -0.342
O 1.072 -0.495 0.401 0.12 -0.42 -0.17 -0.488
H -0.616 -0.576 -1.986 0.06 0.13 0.09 0.276
H -1.338 0.312 -0.627 0.22 0.01 -0.09 0.316
H -0.647 1.195 -2.006 -0.02 -0.13 0.08 0.341
H 1.685 0.437 -1.377 -0.15 0.09 0.13 0.359
H 1.937 1.335 0.981 -0.10 0.04 -0.05 0.247
H 0.108 1.226 1.204 0.11 -0.10 -0.04 0.236
C -1.154 -1.724 1.585 -0.64 0.12 0.45 0.101
N -2.123 -1.619 2.200 0.64 -0.18 -0.46 -0.402
H -0.228 -1.688 1.020 -0.30 -0.07 0.21 0.325
```
Forces are in eV/Å.

The lowest unoccupied orbital energy comes out at 0.93 eV. As for the HOMO-LUMO gap: 11.9 eV. For the relative energy (zero: lowest compared OMol25 entry of this formula, charge and spin), the calculation gives 247.65 kJ/mol.

=====

C4H7NO in the gas phase. Source: OMol25; level of theory: ωB97M-V/def2-TZVPD.

```
13
Properties=species:S:1:pos:R:3:forces:R:3:mulliken_charge:R:1
O -1.250 -0.917 1.280 0.07 0.21 0.21 -0.554
C -0.684 -0.813 0.011 0.07 -0.09 -0.34 -0.346
C -0.869 0.465 -0.851 -0.10 0.11 -0.08 -0.294
C 0.640 0.491 -1.214 -0.21 -0.30 -0.13 -0.871
N 1.125 0.665 0.736 0.21 0.05 -0.03 -0.574
C 0.809 -0.529 -0.110 0.16 -0.17 -0.07 0.245
H -0.823 -0.235 1.819 -0.10 -0.09 0.00 0.359
H -0.973 -1.709 -0.547 0.08 0.12 0.08 0.373
H -1.248 1.336 -0.302 0.12 -0.10 -0.15 0.271
H -1.464 0.366 -1.765 0.02 -0.01 0.11 0.318
H 1.007 1.512 0.129 -0.11 0.14 0.44 0.267
H 2.135 0.654 0.865 -0.04 -0.03 0.00 0.291
H 1.595 -1.285 -0.050 -0.16 0.15 -0.02 0.515
```
Forces are in eV/Å.

The lowest unoccupied orbital energy comes out at 0.41 eV. As for the HOMO-LUMO gap: 9.3 eV. For the relative energy (zero: lowest compared OMol25 entry of this formula, charge and spin), the calculation gives 518.10 kJ/mol.

=====

C4H7NO in the gas phase. Source: OMol25; level of theory: ωB97M-V/def2-TZVPD.

```
13
Properties=species:S:1:pos:R:3:forces:R:3:mulliken_charge:R:1
O -0.678 -1.216 -1.787 -0.14 -0.17 -0.29 -0.380
N -0.157 -1.426 -0.513 0.22 0.36 0.42 -0.553
C 0.198 -0.338 0.051 -0.12 -0.23 0.00 0.753
C 0.067 1.036 -0.559 0.05 0.16 0.11 -0.584
C -0.895 2.017 -0.056 0.08 -0.41 -0.03 -0.393
C 0.762 -0.440 1.438 0.03 -0.04 0.05 -0.954
H -0.894 -2.111 -2.076 0.03 0.17 0.02 0.356
H 1.039 1.471 -0.824 -0.12 -0.07 0.02 0.357
H -0.474 0.955 -1.536 -0.06 0.08 0.01 0.336
H 1.740 0.053 1.495 -0.14 -0.06 -0.02 0.297
H -1.677 1.430 0.480 0.09 0.10 -0.10 0.194
H 0.869 -1.487 1.729 -0.02 0.15 -0.06 0.313
H 0.101 0.058 2.158 0.09 -0.03 -0.13 0.258
```
Forces are in eV/Å.

The lowest unoccupied orbital energy comes out at -0.16 eV. As for the HOMO-LUMO gap: 8.7 eV. For the relative energy (zero: lowest compared OMol25 entry of this formula, charge and spin), the calculation gives 587.58 kJ/mol.

=====

A molecular structure, C4H7NO. Source: OMol25; level of theory: ωB97M-V/def2-TZVPD.

```
13
Properties=species:S:1:pos:R:3:forces:R:3:mulliken_charge:R:1
C 0.528 -1.398 -0.160 0.74 0.25 -1.21 -1.058
C 0.758 0.480 -0.841 -0.03 -1.55 0.29 -0.496
O 0.653 1.332 0.205 -0.02 0.21 -0.07 -0.345
C -0.370 0.858 1.027 0.11 -0.79 0.12 0.003
C -1.704 1.003 0.434 -0.93 -0.05 -0.46 0.235
N -2.737 0.996 -0.087 0.89 0.10 0.50 -0.432
H 0.564 -1.991 0.800 0.09 1.37 -0.42 0.339
H -0.344 -1.792 -0.694 0.32 0.30 -0.12 0.334
H 1.445 -1.656 -0.651 0.29 -0.68 -0.53 0.351
H -0.117 0.442 -1.497 0.16 0.06 0.03 0.327
H 1.703 0.681 -1.368 -0.35 -0.61 0.25 0.349
H -0.294 1.366 1.998 -0.09 -0.51 -0.22 0.309
H -0.085 -0.320 0.831 -1.17 1.90 1.84 0.086
```
Forces are in eV/Å.

The lowest unoccupied orbital energy comes out at 0.85 eV. As for the HOMO-LUMO gap: 10.9 eV. For the relative energy (zero: lowest compared OMol25 entry of this formula, charge and spin), the calculation gives 450.82 kJ/mol.

=====

C4H7NO in the gas phase. Source: OMol25; level of theory: ωB97M-V/def2-TZVPD.

```
13
Properties=species:S:1:pos:R:3:forces:R:3:mulliken_charge:R:1
H -1.148 2.641 0.491 0.15 0.18 0.08 0.280
N -0.226 2.284 0.750 0.01 -0.23 -0.24 -0.703
C -0.102 1.147 0.219 0.09 0.27 0.22 0.402
C 1.046 0.169 0.385 -0.01 0.02 0.00 -0.305
C 0.534 -1.087 -0.342 -0.01 -0.06 -0.05 -0.470
C -0.975 -0.819 -0.413 0.01 -0.26 -0.03 -0.405
O -1.062 0.593 -0.582 -0.12 0.11 0.10 -0.420
H 1.961 0.581 -0.052 -0.20 -0.06 0.05 0.253
H 1.250 0.002 1.448 -0.14 0.04 -0.16 0.257
H 0.781 -2.023 0.167 -0.07 0.15 -0.06 0.313
H 0.944 -1.128 -1.356 -0.09 -0.04 0.13 0.243
H -1.492 -1.070 0.524 0.17 -0.14 -0.11 0.266
H -1.510 -1.290 -1.240 0.21 0.02 0.06 0.289
```
Forces are in eV/Å.

The lowest unoccupied orbital energy comes out at 0.97 eV. As for the HOMO-LUMO gap: 11.0 eV. For the relative energy (zero: lowest compared OMol25 entry of this formula, charge and spin), the calculation gives 81.83 kJ/mol.

=====

C4H7NO in the gas phase. Source: OMol25; level of theory: ωB97M-V/def2-TZVPD.

```
13
Properties=species:S:1:pos:R:3:forces:R:3:mulliken_charge:R:1
O -1.517 -0.965 1.441 0.26 0.21 -0.53 -0.534
C -0.959 -0.446 0.506 -0.02 -0.03 0.27 0.565
C -0.085 0.780 0.593 0.00 0.02 0.04 -0.596
C 1.392 0.414 0.378 0.08 0.02 0.01 -0.998
C -0.674 -0.712 -1.999 -0.08 0.18 0.71 -0.309
N -1.069 -1.079 -0.788 -0.07 -0.17 -0.35 -0.089
H -0.412 1.525 -0.141 0.06 -0.14 0.09 0.341
H -0.232 1.199 1.592 -0.03 -0.08 -0.18 0.275
H 2.005 1.318 0.350 -0.07 -0.10 0.05 0.293
H 1.756 -0.222 1.191 -0.07 0.09 -0.13 0.321
H -0.190 0.278 -1.864 -0.09 -0.16 -0.12 0.201
H 1.542 -0.120 -0.564 0.02 0.07 0.14 0.311
H -1.556 -1.969 -0.696 0.02 0.08 0.00 0.218
```
Forces are in eV/Å.

The lowest unoccupied orbital energy comes out at 0.18 eV. As for the HOMO-LUMO gap: 9.1 eV. For the relative energy (zero: lowest compared OMol25 entry of this formula, charge and spin), the calculation gives 259.42 kJ/mol.

=====

Which value of relative energy (zero: lowest compared OMol25 entry of this formula, charge and spin) does entry 6 give?
587.58 kJ/mol